ORCA calculation (ωB97M-V/def2-TZVPD) on 2 unconnected molecules or ions with the total composition C4H10NO3 at a distorted geometry.

Summary:
net charge: -1
energy: -11945.083 eV
HOMO level: -0.1709 hartree
molecular weight: 120.1 g mol⁻¹
ΔE to the lowest compared entry with this formula, charge and spin: 0.313 eV
E_LUMO: 3.86 eV
strongest force on any atom: 2.33 eV/Å

Each line ends with the Mulliken charge.
Atoms and positions in Å:
O (2.01, 1.33, 1.91)  -0.75
N (0.74, 0.30, 0.33)  -0.47
O (1.98, -2.25, 0.01)  -0.73
C (-0.50, -0.43, -1.64)  -1.45
C (0.94, 0.73, 1.77)  0.57
H (-0.46, 0.49, -2.24)  0.33
C (-1.58, 1.13, 0.02)  -1.53
H (1.34, 0.87, -0.25)  0.24
H (1.70, -1.30, 0.10)  0.43
H (-0.93, -0.84, 0.48)  0.19
H (0.34, -1.08, -1.89)  0.37
H (1.74, -2.55, 0.89)  0.32
H (-1.04, 2.06, -0.16)  0.33
C (-0.57, -0.04, -0.17)  0.75
H (-2.01, 1.09, 1.01)  0.36
O (0.08, 0.28, 2.53)  -0.70
H (-2.36, 1.15, -0.76)  0.38
H (-1.42, -0.94, -1.94)  0.38